Entry from the Open Molecules 2025 dataset: 9 unconnected molecules or ions with the total composition C61H86F3N14O3S in a non-equilibrium geometry (ωB97M-V with the def2-TZVPD basis set).

Element x y z (Å)
C  -2.90  -11.38  -12.33
C  -1.75  -10.86  -13.21
N  -0.33  -10.91  -12.61
C  -0.15  -10.99  -11.24
C  1.19  -10.99  -11.03
N  1.82  -10.95  -12.24
C  0.92  -10.79  -13.16
C  3.25  -10.70  -12.47
H  -3.14  -10.80  -11.48
H  -2.64  -12.33  -11.88
H  -3.77  -11.40  -12.89
H  -1.98  -9.86  -13.50
H  -1.76  -11.47  -14.10
H  -0.99  -11.02  -10.54
H  1.73  -11.00  -10.06
H  1.12  -10.57  -14.18
H  3.81  -10.47  -11.58
H  3.37  -9.75  -13.03
H  3.58  -11.57  -13.10
C  9.59  -11.74  11.81
C  10.52  -11.24  10.72
N  9.97  -10.93  9.35
C  9.39  -9.74  8.99
C  9.14  -9.78  7.65
N  9.62  -10.97  7.19
C  10.15  -11.64  8.26
C  9.67  -11.35  5.78
H  8.60  -11.35  11.70
H  10.01  -11.33  12.74
H  9.58  -12.82  11.97
H  11.33  -11.98  10.55
H  11.01  -10.34  11.00
H  9.17  -8.94  9.66
H  8.60  -9.12  6.92
H  10.67  -12.60  8.11
H  8.71  -11.15  5.37
H  9.88  -12.41  5.74
H  10.41  -10.76  5.28
C  -8.26  -8.75  7.79
C  -6.74  -9.15  7.94
N  -6.16  -9.58  6.62
C  -6.90  -9.74  5.42
C  -6.13  -10.43  4.57
N  -4.91  -10.67  5.21
C  -4.97  -10.17  6.45
C  -3.73  -11.26  4.60
H  -8.97  -9.58  7.72
H  -8.41  -8.14  6.92
H  -8.47  -8.22  8.72
H  -6.69  -10.05  8.56
H  -6.10  -8.34  8.22
H  -7.88  -9.23  5.30
H  -6.30  -10.69  3.53
H  -4.27  -10.03  7.21
H  -2.86  -10.64  4.86
H  -3.77  -11.32  3.47
H  -3.57  -12.26  5.04
C  2.95  1.32  11.24
C  4.14  0.75  10.49
N  5.45  1.14  11.02
C  6.62  0.49  10.75
C  7.63  1.15  11.38
N  7.08  2.30  11.96
C  5.73  2.26  11.76
C  7.79  3.46  12.45
H  2.06  0.75  10.96
H  2.74  2.36  10.93
H  3.05  1.26  12.30
H  4.11  1.04  9.45
H  4.28  -0.31  10.45
H  6.66  -0.45  10.21
H  8.69  1.00  11.19
H  4.98  2.90  12.15
H  7.69  4.26  11.69
H  8.72  3.02  12.53
H  7.36  3.78  13.40
C  -9.39  9.31  -12.79
N  -9.19  8.05  -12.06
C  -10.15  7.62  -11.22
C  -9.97  6.55  -10.40
C  -8.74  5.79  -10.55
C  -7.87  6.13  -11.58
C  -8.07  7.32  -12.29
C  -8.38  4.78  -9.49
C  -8.40  5.18  -8.19
C  -8.08  4.30  -7.18
N  -7.71  3.04  -7.49
C  -7.49  2.67  -8.76
C  -7.88  3.52  -9.82
C  -7.51  2.15  -6.34
H  -9.61  9.08  -13.81
H  -8.53  9.96  -12.59
H  -10.22  9.78  -12.29
H  -11.09  8.13  -11.12
H  -10.67  6.37  -9.61
H  -6.96  5.59  -11.78
H  -7.30  7.64  -13.04
H  -8.83  6.18  -7.94
H  -8.18  4.50  -6.14
H  -7.21  1.62  -8.90
H  -7.73  3.23  -10.86
H  -6.75  2.67  -5.72
H  -7.21  1.20  -6.68
H  -8.40  2.07  -5.72
C  -8.00  6.26  11.50
N  -6.97  6.89  10.68
C  -7.26  8.01  9.93
C  -6.18  8.58  9.18
C  -4.93  8.08  9.32
C  -4.66  6.97  10.15
C  -5.74  6.38  10.77
C  -3.81  8.63  8.54
C  -3.74  8.34  7.19
C  -2.60  8.66  6.51
N  -1.65  9.35  7.11
C  -1.58  9.53  8.43
C  -2.67  9.19  9.18
C  -0.37  9.62  6.40
H  -7.87  5.18  11.42
H  -9.02  6.55  11.13
H  -7.90  6.43  12.56
H  -8.26  8.34  9.98
H  -6.46  9.38  8.53
H  -3.69  6.51  10.33
H  -5.58  5.47  11.34
H  -4.55  7.81  6.70
H  -2.53  8.32  5.48
H  -0.73  10.12  8.81
H  -2.67  9.36  10.25
H  0.10  10.49  6.87
H  -0.53  9.95  5.37
H  0.25  8.70  6.45
C  8.89  10.13  -11.83
N  8.43  8.88  -11.19
C  8.26  7.74  -11.87
C  7.92  6.62  -11.19
C  7.71  6.66  -9.82
C  7.98  7.83  -9.13
C  8.37  8.91  -9.83
C  7.33  5.42  -9.10
C  8.06  4.25  -9.02
C  7.70  3.26  -8.13
N  6.61  3.36  -7.37
C  5.83  4.49  -7.39
C  6.23  5.55  -8.24
C  6.16  2.14  -6.53
H  9.81  10.42  -11.36
H  8.21  10.91  -11.56
H  8.96  10.04  -12.91
H  8.50  7.81  -12.90
H  7.80  5.63  -11.69
H  7.96  7.95  -8.04
H  8.57  9.81  -9.34
H  9.04  4.15  -9.58
H  8.25  2.36  -8.04
H  4.93  4.51  -6.83
H  5.55  6.45  -8.19
H  5.62  1.52  -7.21
H  5.54  2.48  -5.71
H  7.03  1.65  -6.07
C  -1.75  0.48  1.90
F  -1.97  0.30  3.18
F  -1.47  1.67  1.50
F  -1.59  -0.47  1.06
S  -6.86  4.79  2.06
O  -6.85  4.70  3.44
O  -8.10  4.41  0.91
O  -5.64  5.45  1.68

For the HOMO-LUMO gap, the calculation gives 0.9 eV. The value obtained for the calculated total energy is -110544.751 eV. As for the total charge: +9. The HOMO energy comes out at -13.2169 eV. The energy above the lowest of the compared OMol25 structures with the same formula, charge and spin comes out at 0.0 kJ/mol. The calculation puts the LUMO energy at -0.454 hartree.